Formula: C3H10NO
Source: OMol25
Level of theory: ωB97M-V/def2-TZVPD

Output
**Maximum force**: 2.62 eV/A
**HOMO energy (alpha / beta)**: -20.1 / -20.0 eV
**Energy relative to the best compared isomer or geometry (same formula, charge and spin)**: 63.9 kcal/mol
**Orbital gap (alpha / beta)**: 9.39 / 5.89 eV

The geometry in ORCA input format:
```
! RIJCOSX wB97M-V def2-TZVPD def2/J DEFGRID3
* xyz 2 2
C -0.4352 -0.8473 -1.5867
C -0.8473 -0.1544 -0.3254
C -2.1188 -0.2745 0.1981
N 0.0482 0.8384 0.2170
H -1.2020 -1.5881 -1.7971
H 0.5340 -1.3351 -1.4275
H -0.3352 -0.0960 -2.3890
H -2.3078 -0.1062 1.2625
H -2.9062 -0.7625 -0.3755
H 0.3645 1.5778 -0.4464
H -0.2771 1.4177 1.0086
H 1.0111 0.4433 0.4325
H 3.3078 0.8436 1.3996
H 2.6999 -0.3421 2.1956
O 2.4640 0.3853 1.6335
*
```